134
Properties=species:S:1:pos:R:3:mulliken_charge:R:1 method="wB97M-V/def2-TZVPD" orbital_gap_ev=9.039 e_tot_ha=-2289.4239 lumo_energy_ev=0.5396
C -3.94 2.32 1.83 -0.356
C -4.41 3.83 2.28 -0.587
C -4.31 4.95 1.05 -0.559
C -2.73 5.31 0.67 0.070
C -2.30 6.70 1.44 -0.621
C -0.79 7.24 1.08 -0.607
C 0.39 6.10 1.22 -0.283
C 1.52 6.18 0.00 -0.727
C 2.06 4.61 -0.19 -0.090
C 3.59 4.55 -0.78 -0.479
C 4.50 3.66 0.31 -0.642
C 4.25 2.05 0.17 0.238
C 2.99 1.46 1.04 -0.480
C 2.69 -0.15 0.70 0.579
C 2.53 -1.04 2.06 -0.684
C 1.31 -2.14 2.04 -0.743
C -0.16 -1.51 1.67 -0.227
C -0.93 -2.39 0.47 -0.278
C -0.32 -1.79 -0.97 0.358
C -1.14 -2.39 -2.25 -0.811
C -1.88 -1.31 -3.21 1.889
C -3.18 -1.70 -4.12 -0.853
C -3.74 -3.23 -3.95 0.004
C -2.69 -4.40 -4.50 -0.784
F -4.27 -3.54 -2.58 -0.245
C -0.73 -1.02 -4.38 -0.956
O 0.20 -0.10 -3.66 -0.336
C -0.69 0.98 -3.16 0.273
O -0.45 2.32 -3.08 -0.640
C -2.13 0.24 -2.74 -1.032
C -2.78 0.58 -1.28 -0.227
N -4.10 -0.13 -1.00 -0.365
H -2.76 2.18 1.86 0.111
H -4.26 2.07 0.72 -0.135
H -4.38 1.48 2.56 0.342
H -5.53 3.73 2.67 0.328
H -3.72 4.17 3.19 0.228
H -4.89 4.46 0.14 0.258
H -4.90 5.90 1.46 0.308
H -2.09 4.37 1.00 -0.134
H -2.67 5.37 -0.50 0.219
H -3.11 7.52 1.12 0.295
H -2.44 6.51 2.61 0.202
H -0.83 7.78 0.04 0.334
H -0.54 8.08 1.89 0.266
H 0.99 6.26 2.24 0.277
H -0.01 4.99 1.28 0.014
H 2.41 6.89 0.32 0.290
H 1.08 6.60 -1.01 0.345
H 2.12 4.19 0.92 0.157
H 1.31 4.02 -0.87 0.076
H 4.04 5.62 -0.98 0.354
H 3.59 3.90 -1.79 0.238
H 5.65 3.90 0.14 0.190
H 4.27 4.00 1.43 0.247
H 5.24 1.53 0.59 -0.320
H 4.20 1.75 -0.98 0.254
H 1.97 2.01 0.87 0.049
H 3.25 1.59 2.19 0.219
H 1.72 -0.16 0.02 -0.626
H 3.57 -0.51 0.02 0.398
H 2.48 -0.40 3.06 0.375
H 3.54 -1.67 2.16 0.150
H 1.22 -2.57 3.14 0.270
H 1.59 -3.07 1.36 0.304
H -0.13 -0.37 1.41 -0.015
H -0.85 -1.60 2.64 0.439
H -0.58 -3.52 0.62 0.453
H -2.09 -2.28 0.55 -0.358
H -0.19 -0.63 -0.94 -0.393
H 0.79 -2.24 -1.02 0.313
H -1.84 -3.25 -1.82 0.128
H -0.35 -2.96 -2.93 0.258
H -2.90 -1.56 -5.26 0.261
H -4.10 -0.98 -3.91 0.294
H -4.68 -3.32 -4.67 0.334
H -2.21 -4.96 -3.58 0.210
H -1.81 -3.86 -5.06 0.164
H -3.22 -5.16 -5.24 0.309
H -1.12 -0.29 -5.24 0.405
H -0.27 -1.95 -4.93 0.270
H -2.86 0.77 -3.52 0.668
H -2.04 0.43 -0.37 -0.125
H -3.03 1.75 -1.29 0.295
H -4.16 -0.15 0.06 0.199
H -4.84 0.59 -1.26 0.284
C 10.13 -2.52 -0.99 -0.721
O 10.57 -2.05 0.27 -0.334
C 11.62 -1.07 0.17 -0.797
C 11.11 0.30 0.64 -0.192
N 10.15 0.87 -0.31 -0.334
C 9.45 2.05 0.19 -0.729
C 8.52 1.85 1.41 -0.577
O 7.37 1.05 1.13 -0.355
C 7.58 -0.34 1.26 -0.491
H 9.44 -3.35 -0.82 0.234
H 9.60 -1.74 -1.53 0.305
H 10.97 -2.89 -1.59 0.341
H 12.04 -1.02 -0.84 0.399
H 12.42 -1.39 0.85 0.390
H 11.96 0.98 0.74 0.386
H 10.65 0.17 1.63 0.176
H 9.46 0.16 -0.54 0.072
H 8.84 2.43 -0.64 0.375
H 10.19 2.83 0.43 0.413
H 8.13 2.84 1.68 0.385
H 9.05 1.49 2.29 0.337
H 8.32 -0.59 2.03 0.345
H 7.87 -0.77 0.30 0.162
H 6.63 -0.81 1.54 0.141
C -9.89 -5.54 2.43 -0.719
O -9.23 -5.99 1.26 -0.342
C -9.41 -5.12 0.14 -0.821
C -8.08 -4.45 -0.24 -0.141
N -7.68 -3.46 0.77 -0.305
C -6.31 -2.97 0.60 -0.778
C -5.17 -3.99 0.77 0.178
O -5.03 -4.48 2.11 -0.441
C -5.86 -5.59 2.41 -0.580
H -9.81 -6.32 3.19 0.235
H -9.42 -4.63 2.82 0.309
H -10.95 -5.36 2.23 0.341
H -10.20 -4.38 0.31 0.411
H -9.73 -5.75 -0.70 0.390
H -8.19 -3.95 -1.21 0.365
H -7.33 -5.23 -0.34 0.190
H -7.76 -3.89 1.70 0.142
H -6.17 -2.18 1.35 0.269
H -6.23 -2.49 -0.38 0.419
H -4.23 -3.46 0.55 -0.194
H -5.22 -4.81 0.05 0.297
H -6.04 -6.23 1.55 0.281
H -6.80 -5.25 2.84 0.192
H -5.35 -6.19 3.18 0.301